Record 1
18
Properties=species:S:1:pos:R:3 method="wB97M-V/def2-TZVPD" total_charge=+2 gap_ev=5.59
In -4.5615 0.0665 1.2091
F 1.5184 -2.5667 -1.4498
O -2.6741 0.3035 0.2596
N -0.3837 0.1880 1.6289
N -1.2035 2.3957 0.4787
C 0.4339 -0.7932 0.8179
C 2.1985 -1.2924 -1.0904
C 1.0351 -0.2002 -0.5895
B -1.4136 0.9185 0.7868
H -0.1321 -1.8333 0.6662
H 1.3809 -1.0684 1.4906
H 1.6135 0.7977 -0.3918
H 2.6029 -0.8430 -2.1171
H 3.0457 -1.4018 -0.2883
H -2.4663 0.1617 -0.7305
H -0.6351 2.4482 -0.4181
H 0.2629 -0.1503 -1.4733
H -0.6217 2.8697 1.2110


Record 2
15
Properties=species:S:1:pos:R:3 method="wB97M-V/def2-TZVPD" total_charge=0 gap_ev="8.68 / 8.68" de_lowest_kcal_mol=125.68
O -0.5441 -2.3234 -2.3887
O 0.5238 0.4080 -1.3807
C -0.2124 0.9197 0.9216
C 0.1760 -0.1396 -0.0879
C -0.0184 0.4153 2.3679
B 0.4525 0.0667 -2.5719
H 1.1983 -0.5390 0.3649
H 0.8051 0.7451 -3.4160
H -0.5835 -0.4125 2.6354
H 0.1886 1.9216 0.8253
H 1.1504 0.1677 2.4021
H -1.3022 1.1915 0.8228
H -0.4406 -1.0507 -0.3402
H -0.3053 1.1129 3.0789
H -1.0880 -2.4831 -3.2335